1.
ORCA calculation (ωB97M-V with the def2-TZVPD basis set) on a structure of composition C34H29EuN4O5SSe2SiTe2.

```
! wB97M-V def2-TZVPD RIJCOSX def2/J DEFGRID3
* xyz -1 8
Eu 11.81 10.25 8.89
O 8.51 6.38 7.72
C 9.22 7.51 8.08
O 10.43 7.64 7.82
C 8.36 8.48 8.76
C 7.02 8.21 9.13
C 6.31 9.23 9.76
C 6.94 10.45 10.03
C 8.27 10.61 9.60
N 9.01 9.60 9.10
C 8.96 11.90 9.63
O 8.28 13.02 9.37
O 10.21 11.93 9.76
H 9.06 5.78 7.15
H 6.63 7.19 8.92
H 5.26 9.08 9.97
H 6.45 11.26 10.56
H 7.30 12.81 9.20
C 14.61 6.45 7.72
N 14.78 7.31 8.85
C 16.02 7.89 9.22
C 15.78 8.71 10.25
N 14.42 8.61 10.59
C 13.81 7.66 9.73
S 12.35 6.84 9.89
C 13.68 9.33 11.57
C 14.35 9.93 12.65
C 13.60 10.71 13.52
C 12.19 10.75 13.39
C 11.64 10.13 12.30
N 12.36 9.50 11.36
H 15.37 5.69 7.74
H 14.73 7.00 6.79
H 13.63 6.00 7.74
H 16.94 7.66 8.69
H 16.38 9.44 10.78
H 15.44 9.89 12.67
H 14.11 11.11 14.41
H 11.55 11.21 14.15
H 10.59 10.14 12.14
Se 7.82 10.37 5.64
Te 9.82 10.04 4.38
Te 12.14 11.73 5.12
Se 13.81 10.10 5.50
O 13.27 11.99 9.04
Si 13.82 13.49 8.92
C 14.82 13.89 10.51
C 15.53 12.86 11.14
C 16.18 13.10 12.35
C 16.04 14.35 13.00
C 15.45 15.41 12.30
C 14.86 15.18 11.03
C 15.04 13.80 7.52
C 15.57 15.06 7.32
C 16.49 15.31 6.28
C 16.84 14.27 5.44
C 16.37 12.98 5.67
C 15.50 12.76 6.74
C 12.53 14.81 8.74
C 11.79 15.31 9.82
C 10.83 16.29 9.63
C 10.45 16.66 8.32
C 11.22 16.21 7.25
C 12.23 15.29 7.48
H 15.57 11.88 10.67
H 16.76 12.30 12.82
H 16.38 14.53 14.01
H 15.48 16.40 12.75
H 14.36 15.99 10.51
H 15.19 15.90 7.93
H 16.93 16.32 6.14
H 17.47 14.51 4.57
H 16.61 12.17 5.00
H 15.21 11.77 6.96
H 12.00 14.96 10.83
H 10.29 16.64 10.53
H 9.59 17.29 8.10
H 11.02 16.48 6.20
H 12.80 14.93 6.61
*
```

As for the expectation value of S²: 15.79. The calculation puts the molar mass at 1198.9 g/mol. As for the HOMO energy (alpha / beta): -2.5 / -2.5 eV. The gap between HOMO and LUMO (alpha / beta) is 0.16624 / 0.13544 Eh. The calculation puts the max |F| at 3.40 eV/A. As for the LUMO energy (alpha / beta): 2.00 / 1.22 eV. The energy above the lowest of the compared OMol25 structures with the same formula, charge and spin comes out at 56.8 kcal per mole.


2.
ORCA calculation (ωB97M-V with the def2-TZVPD basis set) on a cluster of 2 separate species, C4H6N2O2 in total.

```
! wB97M-V def2-TZVPD RIJCOSX def2/J DEFGRID3
* xyz 0 1
C 2.40 -0.78 -0.42
N 1.62 0.17 -0.18
N 1.51 1.42 -0.11
O 1.51 2.12 -1.08
O 1.35 1.88 1.02
H 3.50 -0.55 -0.55
H 2.01 -1.72 -0.59
C -2.11 1.00 -0.06
C -1.76 -0.27 -0.19
C -1.45 -1.51 -0.01
H -2.45 1.56 -0.89
H -2.37 1.48 0.88
H -0.48 -1.82 0.12
H -2.18 -2.30 0.08
*
```

The calculation puts the molar mass at 114.1 g/mol. As for the HOMO energy: -9.8 eV. The gap between HOMO and LUMO is 0.35156 Eh. The calculation puts the max |F| at 5.53 eV/A. Its structure (SMILES) is C=N[N+](=O)[O-].C=C=C. As for the LUMO energy: -0.22 eV. The energy above the lowest of the compared OMol25 structures with the same formula, charge and spin comes out at 186.7 kcal per mole.


3.
ORCA calculation (ωB97M-V with the def2-TZVPD basis set) on a structure of composition C22H14N6O3S3Yb.

```
! wB97M-V def2-TZVPD RIJCOSX def2/J DEFGRID3
* xyz -2 1
Yb 0.09 0.03 -0.54
O -3.40 0.36 4.47
C -4.10 0.44 3.32
C -5.46 0.72 3.39
C -6.23 0.80 2.25
C -5.64 0.61 1.01
C -4.28 0.35 0.92
C -3.49 0.27 2.06
C -2.02 0.13 1.91
O -1.51 0.32 0.74
N -1.35 0.01 3.03
N -0.02 0.21 3.11
C 0.87 -0.31 2.31
C 0.81 -1.42 1.40
C 0.01 -2.57 1.60
C 0.20 -3.67 0.80
C 1.19 -3.63 -0.21
C 1.91 -2.47 -0.36
N 1.75 -1.37 0.38
H -2.44 0.22 4.17
H -5.90 0.88 4.36
H -7.28 1.03 2.32
H -6.24 0.68 0.11
H -3.81 0.21 -0.05
H 1.85 0.15 2.42
H -0.69 -2.58 2.42
H -0.38 -4.57 0.96
H 1.35 -4.47 -0.86
H 2.70 -2.40 -1.11
S -1.30 -1.86 -1.83
C -0.23 -1.63 -3.16
S 1.16 -0.64 -2.95
C -0.49 -2.25 -4.38
C 0.31 -2.08 -5.52
N 0.91 -1.99 -6.50
C -1.58 -3.09 -4.60
N -2.44 -3.81 -4.89
O 1.03 1.88 -0.02
N 0.32 2.99 0.01
C 0.53 3.87 1.01
C -0.07 5.10 1.02
C -0.92 5.46 -0.03
C -1.19 4.52 -1.00
C -0.60 3.25 -0.98
S -0.98 2.06 -2.12
H 1.20 3.52 1.78
H 0.12 5.78 1.84
H -1.36 6.44 -0.08
H -1.87 4.72 -1.81
*
```

The calculation puts the molar mass at 679.6 g/mol. As for the HOMO energy (alpha / beta): -1.1 / -1.0 eV. The gap between HOMO and LUMO (alpha / beta) is 0.20302 / 0.20204 Eh. The calculation puts the max |F| at 3.33 eV/A. As for the LUMO energy (alpha / beta): 4.45 / 4.45 eV.


4.
ORCA calculation (ωB97M-V with the def2-TZVPD basis set) on the molecule C3H4N2O.

```
! wB97M-V def2-TZVPD RIJCOSX def2/J DEFGRID3
* xyz 0 1
N -0.13 -1.30 2.29
C -0.45 -0.50 1.52
C -0.76 0.50 0.50
C 0.08 0.43 -0.79
N 1.00 -0.57 -0.94
O -0.08 1.29 -1.63
H -0.57 1.50 0.89
H -1.82 0.48 0.24
H 1.63 -0.44 -1.72
H 1.11 -1.38 -0.36
*
```

The calculation puts the molar mass at 84.1 g/mol. As for the HOMO energy: -10.6 eV. The gap between HOMO and LUMO is 0.41376 Eh. The calculation puts the max |F| at 1.18 eV/A. Its structure (SMILES) is N#CCC(N)=O. As for the LUMO energy: 0.69 eV. The energy above the lowest of the compared OMol25 structures with the same formula, charge and spin comes out at 4.7 kcal per mole.


5.
ORCA calculation (ωB97M-V with the def2-TZVPD basis set) on a cluster of 17 separate species, C46H89Br32ClN5O3 in total.

```
! wB97M-V def2-TZVPD RIJCOSX def2/J DEFGRID3
* xyz 1 1
C -5.54 -1.25 -0.70
C -6.10 -1.47 0.67
O -6.78 -0.68 1.25
O -5.80 -2.69 1.22
C -4.57 -2.66 1.97
C -3.96 -4.03 1.92
C -2.63 -4.19 2.69
C -1.98 -2.90 3.18
C -0.49 -3.15 3.42
C 0.15 -2.27 4.48
C -0.13 -0.78 4.35
C 0.10 -0.18 2.98
N 1.51 -0.15 2.56
N 2.53 -0.63 3.35
C 3.67 -0.49 2.68
N 4.88 -0.87 3.17
N 3.46 0.09 1.51
C 2.14 0.27 1.45
N 1.56 0.81 0.37
C 0.16 1.02 0.14
C -0.49 -0.26 -0.37
O 0.10 -1.28 -0.52
Cl -2.20 -0.13 -0.71
H -6.32 -1.48 -1.43
H -5.25 -0.22 -0.82
H -4.70 -1.91 -0.89
H -3.92 -1.89 1.56
H -4.84 -2.42 2.99
H -4.70 -4.72 2.33
H -3.80 -4.34 0.89
H -2.74 -4.88 3.51
H -1.92 -4.66 2.01
H -2.08 -2.09 2.45
H -2.45 -2.60 4.11
H 0.05 -3.17 2.48
H -0.43 -4.17 3.80
H 1.21 -2.51 4.53
H -0.26 -2.59 5.44
H 0.42 -0.17 5.08
H -1.18 -0.59 4.54
H -0.48 -0.69 2.21
H -0.24 0.85 3.01
H 2.44 -1.02 4.27
H 5.40 -1.33 2.43
H 4.75 -1.56 3.90
H 2.20 1.04 -0.37
H -0.36 1.41 1.00
H 0.04 1.78 -0.63
Br -3.30 1.25 6.99
C -4.82 1.26 5.77
C -4.76 0.12 4.78
Br -3.43 0.49 3.40
H -4.81 2.22 5.27
H -5.70 1.19 6.40
H -5.70 0.02 4.25
H -4.48 -0.83 5.24
Br 2.65 -4.41 2.03
C 2.71 -3.23 0.47
C 2.04 -3.84 -0.73
Br 3.14 -5.21 -1.55
H 3.76 -3.01 0.29
H 2.19 -2.33 0.77
H 1.90 -3.08 -1.49
H 1.09 -4.29 -0.49
Br -0.06 5.23 0.98
C -0.93 5.94 -0.61
C -1.88 4.94 -1.19
Br -0.90 3.54 -2.12
H -0.14 6.23 -1.30
H -1.46 6.83 -0.28
H -2.52 5.39 -1.94
H -2.48 4.45 -0.43
Br -0.31 6.36 4.50
C 1.00 5.58 5.70
C 2.15 4.97 4.94
Br 1.68 3.27 4.13
H 0.48 4.85 6.31
H 1.35 6.40 6.33
H 2.98 4.74 5.62
H 2.51 5.61 4.14
Br 4.48 -3.94 -5.11
C 2.55 -3.92 -5.34
C 1.98 -5.31 -5.43
Br 2.33 -6.12 -7.16
H 2.35 -3.32 -6.23
H 2.16 -3.41 -4.47
H 0.90 -5.28 -5.34
H 2.40 -5.97 -4.68
Br 0.26 9.18 -1.11
C -0.63 9.80 -2.73
C -1.57 8.76 -3.28
Br -0.60 7.33 -4.18
H 0.15 10.08 -3.43
H -1.19 10.69 -2.43
H -2.22 9.19 -4.04
H -2.18 8.29 -2.52
Br -3.25 -5.03 -1.69
C -2.97 -4.88 -3.61
C -1.50 -4.87 -3.95
Br -0.69 -3.16 -3.51
H -3.47 -3.97 -3.93
H -3.45 -5.74 -4.05
H -1.37 -5.00 -5.03
H -0.94 -5.63 -3.42
Br 5.18 -1.48 -8.96
C 3.25 -1.47 -9.19
C 2.69 -2.86 -9.28
Br 3.04 -3.68 -11.01
H 3.04 -0.88 -10.07
H 2.85 -0.96 -8.31
H 1.60 -2.84 -9.18
H 3.10 -3.54 -8.53
Br -2.21 -2.76 -9.62
C -1.97 -2.55 -11.54
C -0.52 -2.44 -11.91
Br 0.20 -0.69 -11.46
H -2.54 -1.67 -11.83
H -2.42 -3.43 -12.00
H -0.39 -2.53 -12.99
H 0.10 -3.17 -11.41
Br 0.11 -6.78 1.06
C 0.76 -8.13 2.29
C -0.34 -8.66 3.16
Br -0.83 -7.38 4.55
H 1.56 -7.67 2.87
H 1.17 -8.92 1.67
H -0.02 -9.55 3.69
H -1.25 -8.87 2.61
Br 5.09 1.39 5.93
C 6.46 0.73 7.16
C 7.63 0.15 6.43
Br 7.21 -1.60 5.69
H 5.97 0.00 7.80
H 6.76 1.59 7.75
H 8.47 -0.02 7.11
H 7.96 0.77 5.60
Br 1.83 11.74 -4.65
C 3.11 11.10 -3.33
C 4.28 10.43 -3.98
Br 3.82 8.65 -4.63
H 2.56 10.43 -2.67
H 3.42 11.98 -2.78
H 5.08 10.27 -3.26
H 4.67 10.98 -4.83
Br -3.76 -3.16 7.24
C -5.33 -2.40 8.11
C -4.98 -1.72 9.40
Br -4.59 -2.99 10.82
H -6.03 -3.22 8.25
H -5.75 -1.69 7.41
H -5.82 -1.12 9.76
H -4.10 -1.08 9.30
Br -1.74 0.11 -7.14
C -3.68 -0.02 -7.07
C -4.22 0.52 -5.78
Br -3.91 -0.71 -4.30
H -3.93 -1.07 -7.22
H -4.05 0.56 -7.91
H -5.30 0.65 -5.83
H -3.76 1.46 -5.50
Br -3.93 7.67 -6.59
C -5.67 7.98 -5.78
C -5.54 8.50 -4.37
Br -5.02 7.09 -3.13
H -6.21 7.04 -5.83
H -6.16 8.72 -6.41
H -6.49 8.87 -4.01
H -4.79 9.28 -4.29
Br 11.03 -1.19 6.39
C 11.47 -2.59 7.66
C 10.23 -3.11 8.34
Br 9.55 -1.85 9.66
H 12.18 -2.16 8.36
H 11.95 -3.38 7.08
H 10.45 -4.02 8.88
H 9.42 -3.28 7.63
*
```

The calculation puts the molar mass at 3352.6 g/mol. As for the HOMO energy: -10.9 eV. The gap between HOMO and LUMO is 0.34048 Eh. The calculation puts the max |F| at 1.06 eV/A. As for the LUMO energy: -1.66 eV.


6.
ORCA calculation (ωB97M-V with the def2-TZVPD basis set) on a cluster of 8 separate species, C24H50Br6N2O11 in total.

```
! wB97M-V def2-TZVPD RIJCOSX def2/J DEFGRID3
* xyz 0 1
C -19.94 -4.66 8.91
C -19.53 -3.35 8.28
O -19.74 -2.32 9.25
C -19.10 -1.16 9.11
O -18.24 -0.89 8.31
O -19.60 -0.33 10.01
C -19.08 0.97 10.03
H -20.28 -5.41 8.19
H -20.72 -4.59 9.67
H -19.07 -5.10 9.42
H -20.19 -3.14 7.43
H -18.49 -3.36 7.96
H -18.91 1.38 9.05
H -18.19 1.09 10.67
H -19.76 1.57 10.64
C -24.59 0.57 7.69
C -24.99 1.29 6.41
O -23.84 1.43 5.56
C -23.44 2.67 5.28
O -24.09 3.66 5.41
O -22.18 2.61 4.84
C -21.70 3.77 4.19
H -23.84 -0.20 7.55
H -25.49 0.09 8.09
H -24.20 1.29 8.42
H -25.41 2.27 6.62
H -25.74 0.72 5.87
H -20.64 3.62 4.00
H -21.77 4.64 4.84
H -22.19 3.98 3.24
C -24.38 -6.24 7.12
C -25.09 -5.78 8.36
O -24.94 -4.37 8.52
C -23.97 -3.95 9.34
O -23.23 -4.66 9.95
O -23.99 -2.62 9.35
C -22.99 -1.98 10.16
H -24.55 -7.29 6.85
H -23.30 -6.22 7.33
H -24.62 -5.67 6.23
H -24.80 -6.32 9.26
H -26.16 -5.99 8.25
H -22.08 -2.56 10.23
H -23.38 -1.87 11.18
H -22.87 -0.98 9.75
C -25.09 -6.55 12.69
N -25.72 -7.41 11.71
C -25.13 -8.72 11.53
C -26.94 -7.10 11.20
O -27.62 -7.83 10.51
H -25.65 -5.64 12.86
H -24.07 -6.29 12.36
H -24.97 -7.09 13.64
H -24.94 -9.17 12.50
H -25.78 -9.30 10.89
H -24.17 -8.61 11.02
H -27.23 -6.06 11.45
C -29.81 -7.24 6.55
N -29.23 -6.68 5.35
C -28.13 -5.79 5.57
C -29.73 -6.89 4.12
O -30.68 -7.60 3.85
H -30.28 -6.44 7.14
H -28.99 -7.62 7.16
H -30.48 -8.07 6.35
H -28.24 -5.17 6.47
H -27.17 -6.32 5.73
H -27.95 -5.12 4.73
H -29.16 -6.37 3.33
Br -29.58 -2.02 3.43
C -28.18 -1.97 4.77
C -26.83 -2.34 4.20
Br -25.72 -3.02 5.66
H -28.47 -2.67 5.55
H -28.16 -1.00 5.27
H -26.30 -1.46 3.83
H -26.87 -3.09 3.41
Br -22.33 -5.74 0.86
C -21.49 -5.27 2.54
C -22.34 -5.78 3.68
Br -21.40 -5.52 5.36
H -21.36 -4.19 2.58
H -20.47 -5.65 2.62
H -22.54 -6.84 3.55
H -23.28 -5.24 3.80
Br -25.51 2.09 11.98
C -23.86 1.59 12.90
C -22.68 2.06 12.09
Br -21.07 1.48 13.04
H -23.88 0.52 13.02
H -23.90 2.11 13.84
H -22.64 3.14 12.04
H -22.60 1.62 11.10
*
```

The calculation puts the molar mass at 1022.1 g/mol. As for the HOMO energy: -9.2 eV. The gap between HOMO and LUMO is 0.34630 Eh. The calculation puts the max |F| at 1.88 eV/A. Its structure (SMILES) is CCOC(=O)OC.CCOC(=O)OC.CCOC(=O)OC.CN(C)C=O.CN(C)C=O.BrCCBr.BrCCBr.BrCCBr. As for the LUMO energy: 0.24 eV. The energy above the lowest of the compared OMol25 structures with the same formula, charge and spin comes out at 8.8 kcal per mole.


7.
ORCA calculation (ωB97M-V with the def2-TZVPD basis set) on a cluster of 2 separate species, C8H12N4 in total.

```
! wB97M-V def2-TZVPD RIJCOSX def2/J DEFGRID3
* xyz 0 1
C 4.28 1.25 -1.49
C 2.86 1.00 -1.09
C 1.83 0.18 -1.52
N 0.69 0.42 -0.80
C 0.99 1.47 0.11
N 2.23 1.85 -0.11
H 4.77 2.06 -1.01
H 4.30 1.58 -2.49
H 4.75 0.39 -1.24
H 1.63 -0.64 -2.12
H -0.08 -0.18 -0.93
H 0.10 1.75 0.75
C -0.99 -0.94 2.36
C -2.04 -0.77 1.28
C -3.24 -1.45 1.24
N -3.86 -1.15 0.03
C -2.97 -0.21 -0.54
N -1.94 0.08 0.23
H -0.73 -0.02 3.03
H -0.07 -1.19 1.75
H -1.32 -1.70 3.01
H -3.29 -2.51 1.69
H -4.71 -1.45 -0.63
H -3.20 0.17 -1.53
*
```

The calculation puts the molar mass at 164.2 g/mol. As for the HOMO energy: -8.1 eV. The gap between HOMO and LUMO is 0.31575 Eh. The calculation puts the max |F| at 4.02 eV/A. Its structure (SMILES) is Cc1c[nH]cn1.Cc1c[nH]cn1. As for the LUMO energy: 0.51 eV. The energy above the lowest of the compared OMol25 structures with the same formula, charge and spin comes out at 58.8 kcal per mole.


8.
ORCA calculation (ωB97M-V with the def2-TZVPD basis set) on the molecule C6H5FO.

```
! wB97M-V def2-TZVPD RIJCOSX def2/J DEFGRID3
* xyz 0 1
C -2.38 0.31 0.00
C -1.35 -0.53 0.00
C 0.07 -0.14 0.00
C 1.22 -1.03 0.00
C 2.32 -0.25 0.00
O 1.96 1.07 0.00
C 0.63 1.09 0.00
F 0.07 2.29 0.00
H -2.22 1.38 -0.01
H -3.44 -0.06 0.01
H -1.52 -1.61 0.00
H 1.23 -2.10 -0.01
H 3.41 -0.42 0.00
*
```

The calculation puts the molar mass at 112.1 g/mol. As for the HOMO energy: -8.5 eV. The gap between HOMO and LUMO is 0.34956 Eh. The calculation puts the max |F| at 1.26 eV/A. Its structure (SMILES) is C=Cc1ccoc1F. As for the LUMO energy: 1.01 eV. The energy above the lowest of the compared OMol25 structures with the same formula, charge and spin comes out at 9.9 kcal per mole.


9.
ORCA calculation (ωB97M-V with the def2-TZVPD basis set) on the molecule C12H14BrNO.

```
! wB97M-V def2-TZVPD RIJCOSX def2/J DEFGRID3
* xyz 0 1
C 3.06 -0.72 -0.53
C 3.30 0.60 -0.37
C 1.78 -1.18 -0.70
C 2.26 1.52 -0.56
C 0.71 -0.23 -0.77
C 0.95 1.10 -0.67
C -0.64 -0.94 -0.84
C -1.87 -2.14 -2.64
C -1.47 -0.20 1.27
C -0.16 2.09 -0.68
C -2.64 0.28 2.05
C -0.19 -0.26 1.99
N -1.64 -0.68 0.08
O -0.92 -1.63 -1.91
Br -3.57 -2.60 -1.85
H 3.89 -1.42 -0.39
H 4.29 1.06 -0.18
H 1.70 -2.19 -0.65
H 2.51 2.56 -0.55
H -1.53 -2.67 -3.50
H -0.06 2.96 -1.41
H -1.17 1.71 -0.86
H -0.14 2.49 0.39
H -2.90 1.30 1.54
H -2.45 0.47 3.15
H -3.52 -0.24 2.07
H -0.35 -0.25 3.15
H 0.64 0.42 1.61
H 0.14 -1.23 1.74
*
```

The calculation puts the molar mass at 268.2 g/mol. As for the HOMO energy (alpha / beta): -7.3 / -6.7 eV. The gap between HOMO and LUMO (alpha / beta) is 0.27858 / 0.26182 Eh. The calculation puts the max |F| at 4.66 eV/A. As for the LUMO energy (alpha / beta): 0.27 / 0.41 eV. The energy above the lowest of the compared OMol25 structures with the same formula, charge and spin comes out at 114.1 kcal per mole.